85
Properties=species:S:1:pos:R:3:forces:R:3:mulliken_charge:R:1 method="wB97M-V/def2-TZVPD" charge=+1 e_above_lowest_kj_mol=73.9 orbital_gap_ev=5.907
C -0.630 -0.550 -12.046 -0.883 1.341 0.839 -0.618
C -1.562 0.627 -11.582 2.483 2.217 3.548 0.582
O -1.221 1.557 -10.772 -2.267 -4.548 -4.309 -0.520
N -2.993 0.451 -12.044 0.593 2.134 -0.015 0.743
H -3.003 -0.203 -12.814 -0.089 -1.515 -0.926 0.188
H -3.591 0.103 -11.308 -0.756 -0.462 0.985 -0.116
C -3.608 1.735 -12.547 0.356 0.436 -0.399 -0.823
H -0.740 -0.757 -13.111 0.045 0.064 0.019 0.468
H -0.966 -1.435 -11.506 -0.412 -0.181 -0.093 -0.164
H 0.389 -0.377 -11.700 -0.105 0.361 -0.336 0.361
H -4.575 1.573 -13.023 0.088 -0.467 0.389 0.237
H -2.934 2.077 -13.332 -0.024 0.262 0.158 0.440
H -3.712 2.468 -11.746 0.148 -0.303 -0.036 0.345
C -6.671 -1.526 -12.770 0.130 -1.354 0.053 -0.708
C -6.874 -2.475 -13.973 0.241 3.554 -4.324 0.445
O -6.852 -2.126 -15.177 -0.102 -2.214 5.293 -0.472
N -7.345 -3.906 -13.673 1.542 -0.215 0.081 0.063
H -7.512 -4.017 -12.683 0.358 0.185 0.628 0.179
H -8.281 -3.972 -14.047 -0.176 -0.373 -1.014 0.422
C -6.355 -5.063 -14.047 0.409 0.504 0.633 -0.737
H -7.480 -1.679 -12.056 -0.362 0.196 -0.087 0.453
H -6.543 -0.464 -12.979 -0.333 -0.347 -0.605 0.363
H -5.808 -1.799 -12.163 0.343 -0.347 -0.204 -0.038
H -6.879 -5.991 -13.815 0.055 0.089 -0.552 0.450
H -5.470 -4.990 -13.416 -0.399 0.340 0.813 0.110
H -5.807 -4.954 -14.983 -1.198 0.163 -0.693 0.414
C -3.653 -8.264 -8.418 0.049 0.959 -0.011 -0.792
C -2.166 -8.019 -8.712 1.544 -2.037 2.372 0.663
O -1.246 -8.491 -8.067 -1.847 1.004 -1.247 -0.497
N -1.783 -7.156 -9.855 -1.578 -1.216 -0.515 0.305
H -2.343 -6.335 -9.674 -0.719 1.757 -0.925 0.218
H -0.794 -6.952 -9.898 0.322 0.008 0.554 0.395
C -2.146 -7.874 -11.147 0.299 0.014 0.016 -0.755
H -3.796 -8.779 -7.468 0.512 -0.516 -0.395 0.416
H -4.243 -8.666 -9.241 0.396 -0.442 -0.037 0.237
H -4.214 -7.346 -8.243 0.439 0.632 -0.202 0.125
H -1.409 -8.677 -11.171 -0.163 -0.041 -0.425 0.441
H -2.052 -7.196 -11.996 0.071 0.008 0.218 0.320
H -3.154 -8.286 -11.125 0.074 0.320 0.198 0.210
C 0.142 -3.499 -9.090 -0.350 0.901 0.325 -0.792
C -0.295 -2.066 -8.650 3.040 2.892 -0.799 0.649
O 0.469 -1.080 -8.698 -3.723 -4.020 0.428 -0.444
N -1.761 -1.847 -8.150 0.643 1.191 0.305 0.277
H -2.419 -2.353 -8.727 -0.717 -0.661 -1.542 -0.218
H -1.887 -2.268 -7.241 0.440 -0.330 0.536 0.471
C -2.292 -0.403 -8.001 1.124 -0.005 -0.403 -0.621
H 0.696 -3.966 -8.277 -0.196 0.070 0.304 0.460
H 0.879 -3.414 -9.888 -0.150 0.418 -0.035 0.385
H -0.657 -4.158 -9.429 -0.322 0.343 0.187 -0.066
H -3.085 -0.411 -7.253 0.011 -0.021 -0.318 0.373
H -2.592 -0.004 -8.970 -0.400 -0.488 0.138 0.079
H -1.461 0.240 -7.711 0.000 -0.275 0.345 0.386
C -9.151 -7.406 -8.058 0.388 0.520 0.590 -1.288
C -7.752 -6.832 -7.800 -1.033 -2.300 1.084 0.717
O -6.985 -7.306 -6.990 -0.808 2.063 -2.108 -0.445
N -7.440 -5.669 -8.709 0.981 1.561 2.411 0.498
H -6.911 -5.976 -9.513 1.351 -1.151 -1.181 -0.181
H -8.255 -5.228 -9.109 -0.795 -0.483 0.155 0.493
C -6.744 -4.462 -8.000 -0.268 -0.084 -0.642 -0.909
H -9.316 -7.578 -9.122 0.266 -0.486 -0.011 0.324
H -9.969 -6.752 -7.757 0.250 0.684 0.053 0.413
H -9.293 -8.251 -7.384 0.289 -0.324 -0.582 0.366
H -7.116 -4.320 -6.986 -0.426 -0.187 -0.300 0.426
H -7.031 -3.653 -8.672 0.332 0.380 0.513 0.503
H -5.657 -4.507 -7.920 -0.158 -0.615 -0.481 0.190
O -3.339 -3.637 -13.234 -0.657 -2.391 2.941 -0.292
C -3.206 -2.877 -14.269 0.717 0.198 -6.758 0.426
O -3.194 -3.388 -15.424 -0.345 0.286 1.982 -0.789
O -3.079 -1.664 -14.004 0.156 2.572 0.963 -0.828
H -3.342 -2.909 -12.608 -0.030 -0.188 1.512 0.191
O -5.184 -4.155 -10.867 -1.449 0.890 -0.610 0.621
C -3.994 -3.851 -10.406 3.133 0.520 1.830 -0.303
O -3.257 -4.767 -9.958 0.013 -1.525 0.266 -1.083
O -3.588 -2.665 -10.334 -1.026 0.980 -0.419 0.047
H -5.275 -5.108 -10.803 0.001 -1.386 -0.222 -0.166
O -6.082 -1.025 -8.634 0.713 -2.089 0.350 -0.485
C -6.245 0.155 -9.219 -4.208 6.257 1.686 0.551
O -5.583 0.470 -10.217 2.282 -1.169 -1.972 -0.639
O -7.085 0.968 -8.689 1.478 -2.502 -0.532 -0.779
H -5.409 -1.364 -9.228 0.595 -0.994 -0.136 0.265
O -5.576 -8.390 -12.378 0.996 -0.199 -1.222 -0.441
C -6.337 -7.725 -11.527 -1.161 -0.127 2.770 0.268
O -7.521 -8.040 -11.406 -1.005 0.175 -0.741 -0.740
O -5.749 -6.940 -10.732 0.927 1.638 0.304 -0.557
H -6.216 -8.954 -12.819 0.016 -0.509 -0.411 0.330